The following is a DFT calculation (ωB97M-V with the def2-TZVPD basis set) of one molecule with the formula C17H14FN3O2.

Each line ends with the Löwdin charge.
Cartesian coordinates (Å):
O (2.09, 1.99, 3.03)  0.096
F (1.07, -3.50, -1.37)  0.030
O (-1.59, -2.11, -4.44)  -0.098
C (1.98, 0.97, 2.44)  -0.397
C (-2.18, 4.01, 1.54)  -0.107
C (-2.00, 2.82, 0.79)  -0.023
C (-1.06, 4.31, 2.28)  -0.107
C (-0.65, 2.47, 1.05)  -0.194
C (2.70, -3.04, 0.20)  -0.014
C (3.30, -2.21, 1.23)  0.024
C (-0.60, 0.57, -0.56)  0.041
C (0.01, 1.23, 0.60)  0.003
C (1.51, -2.64, -0.40)  -0.155
C (1.10, 0.62, 1.30)  -0.035
C (2.61, -1.03, 1.60)  -0.182
C (-0.13, -0.66, -0.89)  -0.239
C (1.50, -0.58, 0.96)  -0.161
C (0.86, -1.30, -0.10)  0.043
N (-0.15, 3.34, 2.03)  0.094
N (2.94, -0.05, 2.57)  0.169
N (-0.63, -1.25, -2.00)  0.017
C (-2.46, -2.11, -3.37)  -0.267
C (-2.03, -1.07, -2.29)  -0.176
H (-0.66, -1.66, -4.37)  0.152
H (-3.03, 4.63, 1.50)  0.072
H (-2.71, 2.19, 0.22)  0.115
H (-0.91, 5.10, 3.01)  0.118
H (3.19, -3.96, -0.11)  0.109
H (4.20, -2.60, 1.73)  0.111
H (-1.27, 1.05, -1.29)  0.121
H (0.74, 3.20, 2.44)  0.095
H (3.38, -0.26, 3.43)  0.151
H (-0.44, -2.23, -2.14)  0.114
H (-3.42, -1.78, -3.75)  0.112
H (-2.49, -3.14, -2.92)  0.135
H (-2.57, -1.30, -1.39)  0.120
H (-2.21, -0.03, -2.56)  0.113

Output
Multiplicity: 1
E_HOMO, eV: -7.6
Energy above the lowest of the compared OMol25 structures with the same formula, charge and spin, kJ/mol: 285.6
Kohn-Sham gap, eV: 7.321
Structure (SMILES): O=C1Nc2ccc(F)c3c(NCCO)cc(-c4ccc[nH]4)c1c23

=====

The following is a DFT calculation (ωB97M-V with the def2-TZVPD basis set) of a 2-piece molecular cluster, C9H19BBrIO6PS overall.

Each line ends with the Löwdin charge.
Cartesian coordinates (Å):
O (3.35, -2.46, -0.15)  -0.450
P (2.37, -2.17, -1.46)  0.608
I (3.47, -3.69, -3.10)  0.318
C (2.98, -0.46, -1.98)  -1.026
S (4.70, -0.08, -1.52)  0.759
C (2.76, -0.18, -3.46)  -0.327
O (1.37, -0.15, -3.56)  -0.087
B (0.96, 0.71, -2.40)  -0.665
C (-0.54, 0.36, -1.87)  -0.125
C (-1.17, -0.90, -2.47)  -0.324
C (-2.46, -1.20, -1.76)  -0.608
Br (-3.48, -2.69, -2.57)  0.518
O (2.02, 0.31, -1.33)  -0.169
H (2.82, -2.89, 0.53)  0.032
H (4.68, -0.70, -0.33)  -0.157
H (3.18, 0.83, -3.66)  0.116
H (3.22, -0.90, -4.14)  0.066
H (1.12, 1.90, -2.68)  0.102
H (-0.45, 0.24, -0.78)  0.076
H (-1.21, 1.21, -2.03)  0.092
H (-0.49, -1.75, -2.40)  0.081
H (-1.36, -0.74, -3.54)  0.108
H (-2.30, -1.52, -0.73)  0.048
H (-3.15, -0.36, -1.77)  0.052
C (-2.63, 2.22, 5.08)  -0.070
C (-2.97, 2.15, 3.60)  -0.218
O (-1.79, 2.08, 2.79)  0.032
C (-1.24, 0.87, 2.69)  -0.611
O (-1.65, -0.13, 3.23)  0.109
O (-0.15, 0.97, 1.94)  0.017
C (0.56, -0.26, 1.75)  -0.034
H (-1.95, 3.05, 5.28)  0.079
H (-3.54, 2.36, 5.66)  0.076
H (-2.16, 1.29, 5.40)  0.074
H (-3.47, 3.06, 3.27)  0.120
H (-3.61, 1.30, 3.38)  0.121
H (-0.11, -1.04, 1.39)  0.093
H (1.01, -0.58, 2.69)  0.096
H (1.32, -0.05, 1.00)  0.079

Output
Multiplicity: 1
Charge: -1
E_HOMO, eV: -5.1
Energy above the lowest of the compared OMol25 structures with the same formula, charge and spin, kJ/mol: 0.0
Kohn-Sham gap, eV: 7.716

=====

The following is a DFT calculation (ωB97M-V with the def2-TZVPD basis set) of one molecule with the formula C4H6O2S2.

Each line ends with the Löwdin charge.
Cartesian coordinates (Å):
C (-0.17, -0.90, 0.69)  -0.391
C (-0.75, -0.43, -0.59)  -0.539
C (0.53, 0.23, -0.01)  -0.658
C (0.40, 1.54, 0.65)  -0.272
H (1.35, -1.98, 1.25)  0.110
H (-0.72, -0.68, 1.57)  0.134
H (-0.74, -1.20, -1.34)  0.102
H (-2.73, 0.42, -1.76)  -0.131
H (2.00, 0.94, -1.68)  -0.113
H (-0.44, 1.58, 1.40)  0.132
O (0.52, -2.14, 0.75)  -0.029
O (1.14, 2.48, 0.48)  0.056
S (-2.39, 0.33, -0.45)  0.763
S (2.01, -0.20, -0.97)  0.836

Output
Multiplicity: 1
E_HOMO, eV: -9.0
Energy above the lowest of the compared OMol25 structures with the same formula, charge and spin, kJ/mol: 251.3
Kohn-Sham gap, eV: 9.536
Structure (SMILES): O=C[C@@]1(S)[C@H](O)[C@H]1S

=====

The following is a DFT calculation (ωB97M-V with the def2-TZVPD basis set) of one molecule with the formula C9H13ClNPS.

Each line ends with the Löwdin charge.
Cartesian coordinates (Å):
C (3.38, -0.36, 0.65)  -0.112
C (2.28, 0.00, 1.30)  -0.115
C (3.71, 0.31, -0.53)  -0.092
C (1.25, 0.90, 0.70)  -0.566
C (2.97, 1.29, -1.06)  -0.051
C (1.80, 1.75, -0.38)  -0.413
C (-2.84, 0.74, -1.82)  -0.095
C (-3.32, -1.39, -0.55)  -0.210
C (1.37, 2.96, -0.62)  0.062
N (-2.86, -0.05, -0.52)  -0.619
P (-1.96, 0.31, 0.79)  0.298
S (-0.04, -0.14, -0.14)  0.622
Cl (-2.17, 2.32, 0.93)  0.220
H (3.97, -1.18, 1.04)  0.113
H (1.93, -0.55, 2.19)  0.115
H (4.50, 0.02, -1.14)  0.093
H (0.58, 1.38, 1.43)  0.073
H (3.25, 1.74, -1.94)  0.092
H (-3.89, 0.94, -2.01)  0.073
H (-2.19, 1.57, -1.71)  0.016
H (-2.60, -0.09, -2.62)  0.116
H (-2.50, -2.00, -1.05)  0.092
H (-3.43, -1.78, 0.46)  0.056
H (-4.26, -1.59, -1.10)  0.090
H (0.39, 3.36, -0.12)  0.084
H (1.84, 3.61, -1.32)  0.055

Output
Multiplicity: 1
E_HOMO, eV: -7.9
Kohn-Sham gap, eV: 8.160
Structure (SMILES): C=C1C=CC=C[C@@H]1SP(Cl)N(C)C

=====

The following is a DFT calculation (ωB97M-V with the def2-TZVPD basis set) of C6H6BaO3 as an isolated structure.

Each line ends with the Löwdin charge.
Cartesian coordinates (Å):
C (-0.18, -1.73, 0.65)  -0.193
C (0.72, -0.85, 1.02)  -0.152
C (2.21, -1.05, 0.89)  -0.186
C (2.85, -0.14, -0.17)  -0.407
O (1.93, 0.62, -0.85)  -0.737
Ba (-0.16, 1.35, -1.51)  1.943
H (0.32, 0.07, 1.45)  0.115
H (2.44, -2.09, 0.63)  0.115
H (2.69, -0.85, 1.86)  0.110
H (3.43, -0.78, -0.87)  0.104
H (3.60, 0.50, 0.34)  0.103
O (-1.08, -2.44, 0.40)  0.175
H (-5.61, -0.95, -0.46)  -0.011
C (-4.87, -0.20, -0.71)  0.001
C (-3.90, 0.45, -1.06)  -0.541
O (-2.78, 0.95, -1.35)  -0.440

Output
Multiplicity: 1
E_HOMO, eV: -7.0
Energy above the lowest of the compared OMol25 structures with the same formula, charge and spin, kJ/mol: 73.3
Kohn-Sham gap, eV: 5.970

=====

The following is a DFT calculation (ωB97M-V with the def2-TZVPD basis set) of C13H20N4S2Tc as an isolated structure.

Each line ends with the Löwdin spin population.
Cartesian coordinates (Å):
Tc (-0.14, -0.03, -0.13)  1.944
C (1.51, 1.50, -2.14)  0.001
C (0.07, 1.83, -2.54)  -0.001
N (-0.85, 1.51, -1.42)  -0.014
C (-2.20, 1.14, -1.90)  0.006
C (-2.17, -0.15, -2.72)  0.012
S (-0.97, -1.32, -1.99)  -0.007
C (0.49, -1.33, -3.12)  0.013
C (1.73, -1.00, -2.31)  0.000
N (1.57, 0.19, -1.44)  -0.023
H (2.14, 1.49, -3.04)  -0.001
H (1.91, 2.27, -1.48)  0.001
H (0.01, 2.89, -2.81)  -0.001
H (-0.22, 1.27, -3.42)  0.000
H (-0.97, 2.37, -0.87)  0.008
H (-2.85, 1.02, -1.03)  0.001
H (-2.64, 1.95, -2.51)  0.000
H (-3.15, -0.62, -2.70)  0.000
H (-1.93, 0.00, -3.77)  0.001
H (0.58, -2.33, -3.53)  -0.001
H (0.31, -0.66, -3.96)  0.001
H (1.99, -1.85, -1.67)  0.000
H (2.57, -0.85, -3.00)  -0.002
H (2.43, 0.22, -0.89)  0.006
N (0.57, 2.80, 2.69)  0.126
C (0.36, 1.54, 2.96)  0.057
N (0.23, 0.53, 2.11)  0.045
C (0.05, -0.66, 2.80)  0.154
C (-0.09, -1.92, 2.23)  0.002
C (-0.29, -3.03, 3.05)  0.206
C (-0.34, -2.90, 4.45)  0.084
C (-0.18, -1.67, 5.05)  0.009
C (0.01, -0.54, 4.23)  0.188
S (0.22, 1.08, 4.72)  0.176
H (0.72, 3.17, 1.75)  0.003
H (0.66, 3.49, 3.43)  0.001
H (-0.02, -2.04, 1.14)  -0.001
H (-0.41, -4.01, 2.61)  0.008
H (-0.50, -3.78, 5.06)  0.002
H (-0.21, -1.57, 6.13)  -0.002

Output
Multiplicity: 4
Charge: +4
E_HOMO (spin up / spin down), eV: -22.2 / -22.2
Kohn-Sham gap (spin up / spin down), eV: 6.692 / 6.022

=====

The following is a DFT calculation (ωB97M-V with the def2-TZVPD basis set) of C2H4KO2 as an isolated structure.

Each line ends with the Löwdin charge.
Cartesian coordinates (Å):
O (-0.47, -0.98, -0.60)  -0.129
H (-0.92, -1.76, -0.94)  0.120
O (0.95, 1.10, 0.14)  -0.125
K (-0.77, 0.14, 1.64)  1.050
H (1.53, 1.85, 0.29)  0.118
C (1.02, 0.69, -1.19)  -0.184
C (0.23, -0.36, -1.58)  -0.205
H (1.26, 1.45, -1.94)  0.145
H (1.38, -0.69, -1.96)  0.210

Output
Multiplicity: 1
Charge: +1
E_HOMO, eV: -12.8
Energy above the lowest of the compared OMol25 structures with the same formula, charge and spin, kJ/mol: 357.4
Kohn-Sham gap, eV: 8.961

=====

The following is a DFT calculation (ωB97M-V with the def2-TZVPD basis set) of one molecule with the formula C5H10.

Each line ends with the Löwdin charge.
Cartesian coordinates (Å):
C (2.10, -0.08, 0.02)  -0.114
C (0.70, -0.70, -0.03)  -0.173
C (-0.45, -0.04, -0.03)  -0.393
C (-0.58, 1.45, -0.02)  -0.084
C (-1.74, -0.79, 0.02)  -0.091
H (2.72, -0.78, 0.70)  0.081
H (2.56, -0.15, -1.03)  0.085
H (2.09, 1.01, 0.49)  0.101
H (0.64, -1.77, -0.04)  0.095
H (-1.63, 1.77, -0.25)  0.079
H (-0.38, 1.92, 1.01)  0.105
H (0.09, 1.92, -0.74)  0.066
H (-2.67, -0.19, -0.11)  0.073
H (-1.72, -1.53, -0.80)  0.080
H (-1.94, -1.31, 1.00)  0.089

Output
Multiplicity: 1
E_HOMO, eV: -8.8
Energy above the lowest of the compared OMol25 structures with the same formula, charge and spin, kJ/mol: 107.6
Kohn-Sham gap, eV: 9.871
Structure (SMILES): CC=C(C)C

=====

The following is a DFT calculation (ωB97M-V with the def2-TZVPD basis set) of a 2-piece molecular cluster, C9H14O overall.

Each line ends with the Löwdin charge.
Cartesian coordinates (Å):
C (-0.25, -0.23, -2.45)  -0.055
C (-1.51, -2.05, 0.56)  -0.070
C (-0.31, -2.43, 1.22)  -0.085
C (-1.46, -1.08, -0.44)  -0.056
C (-0.24, -0.85, -1.07)  -0.314
C (0.88, -1.93, 0.73)  -0.104
C (0.93, -1.19, -0.47)  -0.073
H (-2.47, -2.19, 1.02)  0.092
H (-0.35, -3.28, 1.88)  0.094
H (-2.34, -0.51, -0.73)  0.114
H (1.78, -2.18, 1.28)  0.102
H (-0.53, -0.95, -3.24)  0.088
H (0.68, 0.19, -2.79)  0.065
H (1.82, -0.93, -1.03)  0.116
H (-1.10, 0.46, -2.49)  0.078
C (0.91, 2.56, 0.25)  -0.316
C (0.70, 1.71, 1.46)  -0.093
O (-0.03, 3.61, 0.14)  -0.074
H (1.89, 2.96, 0.06)  0.107
H (0.68, 1.89, -0.62)  0.106
H (1.28, 2.02, 2.38)  0.081
H (0.13, 4.38, 0.66)  0.073
H (1.06, 0.68, 1.49)  0.048
H (-0.32, 1.69, 1.81)  0.076

Output
Multiplicity: 1
E_HOMO, eV: -9.0
Energy above the lowest of the compared OMol25 structures with the same formula, charge and spin, kJ/mol: 123.4
Kohn-Sham gap, eV: 9.935
Structure (SMILES): Cc1ccccc1.CCO

=====

The following is a DFT calculation (ωB97M-V with the def2-TZVPD basis set) of an isolated ion of composition C4H10NOS and charge -1.

Each line ends with the Löwdin charge.
Cartesian coordinates (Å):
C (-1.81, 1.32, 0.25)  -0.166
N (-1.27, 0.13, -0.35)  -0.124
C (0.00, -0.40, 0.18)  -0.443
C (0.33, -1.82, -0.29)  -0.769
S (1.77, -2.47, 0.53)  0.205
C (1.20, 0.51, -0.29)  -0.276
O (2.05, 0.79, 0.79)  -0.145
H (-2.90, 1.17, 0.32)  0.057
H (-1.35, 1.47, 1.27)  0.094
H (-1.69, 2.23, -0.35)  0.058
H (-1.25, 0.23, -1.36)  0.098
H (-0.07, -0.33, 1.27)  0.122
H (0.48, -1.75, -1.40)  0.055
H (-0.51, -2.48, -0.01)  0.034
H (2.44, -0.05, 1.09)  0.008
H (1.77, -0.04, -1.06)  0.094
H (0.80, 1.48, -0.59)  0.099

Output
Multiplicity: 1
Charge: -1
E_HOMO, eV: -2.6
Energy above the lowest of the compared OMol25 structures with the same formula, charge and spin, kJ/mol: 169.1
Kohn-Sham gap, eV: 6.395
Structure (SMILES): CN[C@H](CO)C[S-]

=====

The following is a DFT calculation (ωB97M-V with the def2-TZVPD basis set) of C8H14Cl18 as an isolated structure.

Each line ends with the Löwdin charge.
Cartesian coordinates (Å):
C (-4.32, 0.22, -1.29)  -1.530
Cl (-6.08, 0.01, -1.87)  0.479
Cl (-4.34, -0.34, 0.40)  0.522
Cl (-3.77, 1.88, -1.31)  0.563
H (-3.61, -0.39, -1.86)  -0.071
C (2.12, 0.93, 2.69)  -1.381
Cl (2.28, 0.15, 4.25)  0.568
Cl (0.77, 0.26, 1.71)  0.553
Cl (3.67, 0.82, 1.75)  0.601
H (1.92, 1.99, 2.86)  -0.144
C (1.87, -0.31, -3.10)  -1.039
Cl (0.23, -0.48, -2.49)  0.682
Cl (2.03, -1.01, -4.73)  0.546
H (1.93, 0.78, -3.15)  0.004
H (2.53, -0.71, -2.33)  -0.037
C (0.43, 3.51, 1.90)  -0.955
Cl (2.03, 3.24, 1.16)  0.664
Cl (0.51, 3.43, 3.68)  0.598
H (0.01, 4.46, 1.58)  0.052
H (-0.21, 2.70, 1.56)  -0.195
C (2.97, 1.60, -0.84)  -0.932
Cl (1.64, 0.47, -0.50)  0.530
Cl (4.22, 0.83, -1.93)  0.582
H (2.49, 2.49, -1.24)  0.032
H (3.39, 1.90, 0.12)  -0.160
C (-1.70, -2.56, -1.14)  -1.248
Cl (-2.32, -2.71, -2.79)  0.565
Cl (-1.82, -4.04, -0.24)  0.620
H (-0.70, -2.12, -1.20)  -0.062
H (-2.35, -1.85, -0.64)  -0.168
C (-0.53, -3.20, 2.00)  -0.913
Cl (0.75, -4.36, 1.48)  0.509
Cl (-0.64, -1.84, 0.94)  0.768
H (-1.50, -3.71, 1.99)  -0.010
H (-0.33, -2.90, 3.03)  0.049
C (-0.59, 0.04, -0.08)  -1.181
Cl (-0.41, 1.78, 0.28)  0.626
Cl (-2.29, -0.21, -0.71)  0.501
H (0.15, -0.27, -0.82)  -0.243
H (-0.43, -0.50, 0.85)  -0.343

Output
Multiplicity: 1
E_HOMO, eV: -9.2
Energy above the lowest of the compared OMol25 structures with the same formula, charge and spin, kJ/mol: 2155.1
Kohn-Sham gap, eV: 8.945

=====

The following is a DFT calculation (ωB97M-V with the def2-TZVPD basis set) of C22H23ClGeIN10O2PtS as an isolated structure.

Each line ends with the Löwdin charge.
Cartesian coordinates (Å):
Pt (-0.38, 1.16, -0.59)  1.258
N (2.23, 2.35, 1.25)  0.146
C (2.50, 1.21, 0.52)  -0.496
N (3.60, 0.49, 0.67)  0.031
N (3.44, -0.54, -0.19)  -0.078
N (2.31, -0.44, -0.81)  -0.052
N (1.69, 0.67, -0.38)  -0.134
C (1.21, 3.23, 0.95)  -0.479
N (1.19, 4.50, 1.30)  0.034
N (0.01, 4.96, 0.84)  -0.088
N (-0.65, 4.03, 0.24)  -0.063
N (0.09, 2.90, 0.30)  -0.180
H (3.03, 2.77, 1.71)  0.136
Cl (2.04, -2.01, -6.47)  0.652
C (1.18, -1.55, -5.02)  -0.614
C (0.43, -2.47, -4.36)  -0.182
C (-0.27, -2.13, -3.19)  -0.636
I (-1.36, -3.60, -2.20)  0.932
C (-0.23, -0.86, -2.65)  -0.443
O (-0.90, -0.55, -1.58)  -0.310
C (0.55, 0.12, -3.37)  -0.167
N (0.57, 1.37, -2.86)  0.034
C (1.30, 2.30, -3.44)  -0.122
C (2.05, 2.05, -4.60)  -0.047
C (2.03, 0.80, -5.15)  -0.028
C (1.26, -0.22, -4.55)  -0.172
H (0.38, -3.49, -4.74)  0.087
H (1.29, 3.28, -2.97)  0.113
H (2.64, 2.85, -5.04)  0.101
H (2.60, 0.58, -6.04)  0.085
C (1.65, -0.98, 3.11)  -0.226
S (0.17, -1.06, 2.09)  0.879
O (-0.97, -0.83, 3.02)  -0.536
C (0.28, -2.81, 1.74)  -0.388
C (1.20, -3.22, 0.78)  -0.097
C (1.29, -4.58, 0.49)  -0.104
C (0.46, -5.49, 1.13)  -0.104
C (-0.47, -5.05, 2.07)  -0.088
C (-0.56, -3.70, 2.38)  -0.073
H (1.52, -1.66, 3.95)  0.061
H (1.73, 0.05, 3.46)  0.048
H (2.52, -1.24, 2.51)  0.043
H (1.82, -2.49, 0.27)  0.076
H (2.00, -4.92, -0.25)  0.106
H (0.53, -6.54, 0.89)  0.097
H (-1.12, -5.76, 2.56)  0.098
H (-1.28, -3.32, 3.09)  0.104
C (-1.61, 2.63, 3.03)  -0.214
Ge (-2.89, 1.98, 1.71)  0.731
C (-4.09, 3.39, 1.11)  -0.228
C (-3.91, 0.52, 2.52)  -0.226
C (-2.09, 1.12, 0.11)  -0.342
H (-2.09, 2.64, 4.01)  0.022
H (-1.26, 3.63, 2.79)  -0.001
H (-0.77, 1.93, 3.08)  0.001
H (-4.66, 3.77, 1.96)  0.013
H (-4.79, 3.02, 0.36)  0.013
H (-3.51, 4.21, 0.68)  0.004
H (-4.41, 0.85, 3.43)  0.015
H (-3.21, -0.28, 2.78)  -0.008
H (-4.66, 0.13, 1.83)  0.015
H (-2.69, 0.29, -0.28)  -0.006

Output
Multiplicity: 1
Charge: -1
E_HOMO, eV: -5.3
Energy above the lowest of the compared OMol25 structures with the same formula, charge and spin, kJ/mol: 0.0
Kohn-Sham gap, eV: 7.256

=====

Question: What is the multiplicity in the third record?
Answer: 1